Here is a molecular structure, BaH12O6 at a distorted geometry from the OMol25 dataset. Energies are from ωB97M-V/def2-TZVPD.

Output
Kohn-Sham gap	12.390	eV
charge	+2
calculated total energy	-483.69022	a.u.
ΔE to the lowest compared entry with this formula, charge and spin	62.9	kJ/mol

Last column: Mulliken charge in e.
CARTESIAN COORDINATES (ANGSTROEM)
1 Ba -7.586 10.084 14.322  1.7236
2 O -6.811 9.341 16.844  -0.5165
3 H -5.908 9.366 17.172  0.2834
4 H -7.383 8.893 17.471  0.2858
5 O -9.721 10.707 16.224  -0.5632
6 H -10.626 10.491 16.358  0.2949
7 H -9.675 11.569 16.642  0.2879
8 O -5.956 11.847 12.710  -0.5674
9 H -5.300 12.454 13.040  0.3077
10 H -5.804 11.732 11.765  0.3151
11 O -9.252 7.982 15.546  -0.5274
12 H -9.051 7.188 16.032  0.2768
13 H -9.837 7.706 14.861  0.3056
14 O -8.589 12.725 13.895  -0.5719
15 H -9.462 13.094 13.918  0.2930
16 H -8.060 13.014 13.136  0.3311
17 O -10.439 9.955 13.454  -0.5915
18 H -10.820 10.428 14.203  0.3138
19 H -10.532 10.445 12.669  0.3191

***

Here is a molecular structure, BaH18O9 at a distorted geometry from the OMol25 dataset. Energies are from ωB97M-V/def2-TZVPD.

Output
Kohn-Sham gap	12.084	eV
charge	+2
calculated total energy	-713.04260	a.u.
ΔE to the lowest compared entry with this formula, charge and spin	134.5	kJ/mol

Last column: Mulliken charge in e.
CARTESIAN COORDINATES (ANGSTROEM)
1 Ba 0.261 -0.211 0.048  1.6380
2 O -0.385 -2.774 -0.752  -0.5132
3 H -0.757 -2.734 -1.627  0.2649
4 H -0.589 -3.650 -0.503  0.2577
5 O 1.639 -0.282 2.380  -0.4993
6 H 1.560 -1.033 2.980  0.2815
7 H 2.445 0.221 2.548  0.2699
8 O -1.010 0.797 2.377  -0.5604
9 H -0.339 0.556 3.017  0.3405
10 H -0.908 1.767 2.218  0.2651
11 O 1.187 1.474 -2.228  -0.4852
12 H 1.682 1.209 -3.027  0.2915
13 H 1.256 2.371 -1.991  0.2509
14 O -1.541 1.948 -0.791  -0.5329
15 H -0.848 2.601 -0.630  0.2924
16 H -1.512 1.974 -1.731  0.3116
17 O -2.347 -0.968 0.328  -0.4615
18 H -2.883 -1.581 -0.223  0.2631
19 H -2.871 -0.579 1.005  0.2340
20 O 0.933 2.358 0.861  -0.5523
21 H 1.578 2.941 0.476  0.2568
22 H 0.291 2.964 1.310  0.3095
23 O -0.808 -0.673 -2.512  -0.5371
24 H -0.361 -0.214 -3.242  0.2841
25 H -1.547 -0.104 -2.399  0.2790
26 O 1.935 -2.434 0.585  -0.5441
27 H 2.354 -2.790 1.439  0.3024
28 H 1.586 -3.153 0.073  0.2930

***

Here is a molecular structure, Be3Cl8I2 at a distorted geometry from the OMol25 dataset. Energies are from ωB97M-V/def2-TZVPD.

Output
Kohn-Sham gap	2.328	eV
charge	-4
calculated total energy	-4320.85687	a.u.

Last column: Mulliken charge in e.
CARTESIAN COORDINATES (ANGSTROEM)
1 Be -0.925 3.029 1.787  0.7380
2 Be -1.248 0.814 -3.371  0.8521
3 Be 1.195 -2.915 0.429  0.7986
4 Cl -3.494 1.126 2.206  -0.6217
5 Cl 4.122 -2.947 -0.617  -0.7205
6 Cl -1.496 -3.022 1.924  -0.6891
7 Cl 0.020 3.601 -2.971  -0.7535
8 Cl 0.865 2.035 4.045  -0.5887
9 Cl 1.949 -2.139 3.139  -0.6649
10 Cl -3.619 1.132 -1.845  -0.6280
11 Cl -2.341 -1.805 -4.149  -0.7099
12 I 0.227 0.031 -0.452  -0.2608
13 I 4.743 1.061 -0.125  -0.7515

***

Here is 2 unconnected molecules or ions with the total composition Br2FH2PSi at a distorted geometry from the OMol25 dataset. Energies are from ωB97M-V/def2-TZVPD.

Output
Kohn-Sham gap (alpha / beta)	7.085 / 7.473	eV
calculated total energy	-5879.97272	a.u.
ΔE to the lowest compared entry with this formula, charge and spin	295.9	kJ/mol

Last column: Mulliken charge in e.
CARTESIAN COORDINATES (ANGSTROEM)
1 F -2.172 -1.452 2.753  -0.1700
2 Si -1.145 -0.670 1.824  0.4478
3 P 1.990 0.116 -1.826  -0.0817
4 Br -0.576 1.214 2.968  -0.1691
5 Br -1.989 -0.119 -0.092  -0.1167
6 H 1.207 -0.132 -2.953  0.0397
7 H 2.685 1.044 -2.675  0.0500

***

Here is 2 unconnected molecules or ions with the total composition Br2H2NOP at a distorted geometry from the OMol25 dataset. Energies are from ωB97M-V/def2-TZVPD.

Output
Kohn-Sham gap (alpha / beta)	7.687 / 8.367	eV
calculated total energy	-5620.52575	a.u.
ΔE to the lowest compared entry with this formula, charge and spin	398.9	kJ/mol

Last column: Mulliken charge in e.
CARTESIAN COORDINATES (ANGSTROEM)
1 N 1.864 0.328 0.936  -0.4720
2 O -1.413 -1.191 0.427  -0.3627
3 P -0.881 -0.372 -0.644  0.6034
4 Br -1.923 1.618 -1.075  -0.1087
5 Br -1.122 -1.596 -2.593  -0.1513
6 H 2.064 -0.014 1.868  0.2366
7 H 1.410 1.228 1.081  0.2547

***

Here is a single Br2H2O2Si molecule from the OMol25 dataset. Energies are from ωB97M-V/def2-TZVPD.

Output
Kohn-Sham gap	10.944	eV
calculated total energy	-5589.40519	a.u.
ΔE to the lowest compared entry with this formula, charge and spin	0.0	kJ/mol

Last column: Mulliken charge in e.
CARTESIAN COORDINATES (ANGSTROEM)
1 O 0.425 -0.141 1.354  -0.4053
2 O 0.425 0.141 -1.354  -0.4053
3 Si 1.281 0.000 0.000  0.5947
4 Br 2.511 1.815 0.014  -0.2139
5 Br 2.510 -1.815 -0.014  -0.2136
6 H -0.081 0.558 1.755  0.3217
7 H -0.081 -0.558 -1.755  0.3217

***

Here is 2 unconnected molecules or ions with the total composition Br2H4OSi2 at a distorted geometry from the OMol25 dataset. Energies are from ωB97M-V/def2-TZVPD.

Output
Kohn-Sham gap	7.850	eV
calculated total energy	-5804.65386	a.u.
ΔE to the lowest compared entry with this formula, charge and spin	389.3	kJ/mol

Last column: Mulliken charge in e.
CARTESIAN COORDINATES (ANGSTROEM)
1 O -0.691 -0.390 0.266  -0.4885
2 Si 0.737 -0.595 -0.384  0.4229
3 Si -0.848 0.549 2.726  0.7788
4 Br -0.551 2.623 2.397  -0.0656
5 Br 0.686 -0.314 4.015  -0.0981
6 H 1.357 0.555 -1.194  -0.1299
7 H 1.552 -0.876 0.676  -0.2125
8 H 0.496 -1.696 -1.416  -0.1303
9 H -2.113 0.256 3.187  -0.0767

***

Here is 2 unconnected molecules or ions with the total composition Br2H4Si2 at a distorted geometry from the OMol25 dataset. Energies are from ωB97M-V/def2-TZVPD.

Output
Kohn-Sham gap	7.913	eV
calculated total energy	-5729.38907	a.u.
ΔE to the lowest compared entry with this formula, charge and spin	213.5	kJ/mol

Last column: Mulliken charge in e.
CARTESIAN COORDINATES (ANGSTROEM)
1 Si -0.115 1.050 -1.384  0.5635
2 Si 0.116 -2.284 1.537  0.2411
3 Br 1.573 -0.174 -0.746  -0.1857
4 Br -1.168 -0.301 1.958  -0.2664
5 H 0.207 2.191 -0.470  -0.0725
6 H -0.434 1.402 -2.785  -0.1113
7 H -1.193 0.229 -0.941  -0.1285
8 H 1.014 -2.113 2.831  -0.0402

***

Here is a molecular structure, Br2H4Si2 at a distorted geometry from the OMol25 dataset. Energies are from ωB97M-V/def2-TZVPD.

Output
multiplicity	3
Kohn-Sham gap (alpha / beta)	7.438 / 5.828	eV
calculated total energy	-5729.29822	a.u.
ΔE to the lowest compared entry with this formula, charge and spin	52.8	kJ/mol

Last column: Mulliken charge in e.
CARTESIAN COORDINATES (ANGSTROEM)
1 Si -0.429 0.264 -0.284  0.2712
2 Si 0.572 -0.567 1.664  0.1862
3 Br 0.263 0.835 3.434  -0.2226
4 Br -1.186 -3.000 2.090  0.0136
5 H -1.803 0.855 -0.252  -0.0648
6 H 0.573 1.515 -0.176  -0.0429
7 H -0.277 -0.406 -1.546  -0.0947
8 H 2.089 -0.551 1.619  -0.0461

***

Here is 2 unconnected molecules or ions with the total composition Br2HPS at a distorted geometry from the OMol25 dataset. Energies are from ωB97M-V/def2-TZVPD.

Output
Kohn-Sham gap (alpha / beta)	3.897 / 3.929	eV
calculated total energy	-5888.11709	a.u.
ΔE to the lowest compared entry with this formula, charge and spin	219.8	kJ/mol

Last column: Mulliken charge in e.
CARTESIAN COORDINATES (ANGSTROEM)
1 P -1.078 2.366 0.339  0.5474
2 S 0.306 0.949 -0.092  0.0403
3 Br -2.381 -1.250 -0.820  -0.6684
4 Br 0.097 4.115 0.852  -0.0456
5 H -0.542 0.252 -0.820  0.1263

***

Here is a molecular structure, Br2NO2S at a distorted geometry from the OMol25 dataset. Energies are from ωB97M-V/def2-TZVPD.

Output
Kohn-Sham gap	7.644	eV
charge	-1
calculated total energy	-5751.45737	a.u.
ΔE to the lowest compared entry with this formula, charge and spin	38.7	kJ/mol

Last column: Mulliken charge in e.
CARTESIAN COORDINATES (ANGSTROEM)
1 N 0.060 -0.736 -0.731  -0.2980
2 O -0.449 1.077 1.369  -0.5302
3 O 1.622 1.179 0.221  -0.5183
4 S 0.205 1.067 0.059  0.5417
5 Br -1.662 -0.548 -1.501  -0.1133
6 Br 0.223 -2.039 0.583  -0.0819

***

Here is 2 unconnected molecules or ions with the total composition Br3H2PSi at a distorted geometry from the OMol25 dataset. Energies are from ωB97M-V/def2-TZVPD.

Output
Kohn-Sham gap (alpha / beta)	4.925 / 4.978	eV
calculated total energy	-8354.06631	a.u.
ΔE to the lowest compared entry with this formula, charge and spin	358.5	kJ/mol

Last column: Mulliken charge in e.
CARTESIAN COORDINATES (ANGSTROEM)
1 Si -0.518 -0.693 0.145  0.5503
2 P 0.869 1.120 -0.360  -0.0518
3 Br -1.437 -1.857 -1.642  -0.1713
4 Br 0.615 -2.283 1.265  -0.0767
5 Br -1.396 1.588 3.116  -0.4695
6 H 0.153 1.732 -1.310  0.1024
7 H 1.716 0.394 -1.215  0.1166

***

Here is a single Br3H3Si2 molecule at a distorted geometry from the OMol25 dataset. Energies are from ωB97M-V/def2-TZVPD.

Output
Kohn-Sham gap	9.886	eV
calculated total energy	-8302.92854	a.u.
ΔE to the lowest compared entry with this formula, charge and spin	23.8	kJ/mol

Last column: Mulliken charge in e.
CARTESIAN COORDINATES (ANGSTROEM)
1 Si 0.000 0.953 0.231  0.4238
2 Si 1.080 -0.638 1.547  0.4462
3 Br 2.512 -1.236 -0.181  -0.2902
4 Br -1.912 1.240 1.429  -0.2405
5 Br 2.533 -0.108 3.123  -0.1826
6 H 0.619 2.240 0.281  -0.0739
7 H -0.111 0.259 -1.113  -0.0325
8 H 0.486 -1.991 1.890  -0.0502

***

Here is a single Br3N molecule at a distorted geometry from the OMol25 dataset. Energies are from ωB97M-V/def2-TZVPD.

Output
Kohn-Sham gap	6.389	eV
calculated total energy	-7776.65752	a.u.
ΔE to the lowest compared entry with this formula, charge and spin	78.1	kJ/mol

Last column: Mulliken charge in e.
CARTESIAN COORDINATES (ANGSTROEM)
1 Br 0.684 -2.247 -1.028  0.0932
2 Br 0.234 1.004 -0.398  0.0934
3 Br -1.809 -1.315 1.033  0.0942
4 N -0.314 -0.869 -0.103  -0.2808

***

Here is a single BrClFHSi molecule at a distorted geometry from the OMol25 dataset. Energies are from ωB97M-V/def2-TZVPD.

Output
Kohn-Sham gap	11.643	eV
calculated total energy	-3424.31355	a.u.
ΔE to the lowest compared entry with this formula, charge and spin	16.2	kJ/mol

Last column: Mulliken charge in e.
CARTESIAN COORDINATES (ANGSTROEM)
1 F -0.264 0.160 -1.617  -0.2110
2 Si -0.218 0.026 -0.033  0.6617
3 Cl 0.451 -1.969 0.582  -0.2287
4 Br 1.485 1.229 0.597  -0.1524
5 H -1.453 0.554 0.470  -0.0695

***

Here is 2 unconnected molecules or ions with the total composition BrClFHSi at a distorted geometry from the OMol25 dataset. Energies are from ωB97M-V/def2-TZVPD.

Output
Kohn-Sham gap	8.422	eV
calculated total energy	-3424.21207	a.u.
ΔE to the lowest compared entry with this formula, charge and spin	282.7	kJ/mol

Last column: Mulliken charge in e.
CARTESIAN COORDINATES (ANGSTROEM)
1 F -1.346 -0.349 0.893  -0.1082
2 Si -0.331 0.342 -0.045  0.6216
3 Cl 2.218 -1.171 0.450  -0.5499
4 Br -0.434 -0.400 -2.011  0.0227
5 H -0.107 1.577 0.713  0.0137

***

Here is 2 unconnected molecules or ions with the total composition BrClFP at a distorted geometry from the OMol25 dataset. Energies are from ωB97M-V/def2-TZVPD.

Output
Kohn-Sham gap (alpha / beta)	9.459 / 5.143	eV
calculated total energy	-3475.37535	a.u.
ΔE to the lowest compared entry with this formula, charge and spin	331.5	kJ/mol

Last column: Mulliken charge in e.
CARTESIAN COORDINATES (ANGSTROEM)
1 F -0.163 1.446 -0.664  -0.1943
2 P 0.281 0.614 0.679  0.3984
3 Cl -2.404 -2.047 0.196  -0.1007
4 Br 2.287 -0.013 -0.211  -0.1034